1.
25
Properties=species:S:1:pos:R:3:forces:R:3 method="wB97M-V/def2-TZVPD" lumo_ev="0.81 / -1.52" energy_ev=-26962.237 homo_ev="-7.83 / -9.84" s_squared=2.04 spin_multiplicity=3 e_above_lowest_kj_mol=210.4 charge=0 gap_ev="8.638 / 8.323" fmax_ha_per_bohr=0.08982
C -3.623 -1.536 1.108 -2.327 -1.111 -0.721
C -2.465 -2.319 1.061 0.177 0.594 1.977
C -3.711 -0.264 0.466 2.550 -3.319 1.954
C -1.322 -1.741 0.564 1.299 -2.061 -0.113
C -2.515 0.227 0.018 -1.755 1.729 -0.659
C -1.309 -0.446 0.055 1.420 0.039 -1.151
C 1.390 -0.415 -0.503 1.630 -1.674 -2.031
C 2.836 1.827 -0.565 2.828 1.488 0.560
C 2.898 0.382 -0.435 -1.645 -2.914 -0.100
C -0.138 0.093 -0.583 4.220 1.509 0.782
N 1.616 2.299 -0.037 -3.008 0.249 0.371
O -0.837 2.661 -0.709 1.163 -0.873 -0.333
O 0.743 1.782 -2.424 -0.019 -0.616 0.245
S 0.258 1.759 -1.067 -1.778 2.814 1.036
H -4.572 -2.063 1.432 1.164 0.957 0.039
H -2.273 -3.208 1.733 -0.942 0.657 -1.336
H -4.556 0.325 0.566 -1.591 0.927 -0.294
H -0.480 -2.481 0.531 -0.265 1.446 -0.034
H -2.657 1.196 -0.416 0.931 0.498 -0.234
H 1.603 -0.835 -1.598 -0.752 0.033 2.237
H 1.501 -1.182 0.284 -0.248 0.015 -0.727
H 3.670 2.316 0.074 -1.000 -0.652 -1.098
H 2.859 2.281 -1.567 0.990 -0.734 -0.362
H 3.816 -0.378 -0.511 -2.302 2.132 0.101
H 1.633 3.343 -0.040 -0.740 -1.132 -0.110

2.
26
Properties=species:S:1:pos:R:3:forces:R:3 method="wB97M-V/def2-TZVPD" lumo_ev="3.46 / 3.46" energy_ev=-20783.996 homo_ev="-2.55 / -2.55" e_above_lowest_kj_mol=0.0 charge=-1 gap_ev="6.010 / 6.007" fmax_ha_per_bohr=0.09408
C 4.084 0.592 -0.426 -0.736 -0.154 -1.292
C 2.961 0.943 -1.101 -0.805 -0.802 0.254
C 4.208 -0.554 0.383 0.243 -1.238 2.592
C 1.128 0.186 0.886 -0.187 -0.459 0.313
C 1.441 0.854 2.014 -0.644 1.324 0.245
C -0.085 0.413 0.002 0.227 1.563 0.413
C 1.854 -0.851 0.273 1.567 1.179 -1.859
C -0.084 -0.895 -0.802 -3.090 0.519 -3.037
C -1.400 0.748 0.778 0.886 -4.384 -1.844
C -0.178 -0.575 -2.316 1.298 -0.660 1.434
O 2.341 1.589 -1.890 0.645 -0.437 0.933
O 5.241 -0.843 0.968 -0.900 -0.317 -0.721
O 3.059 -1.367 0.700 -0.513 0.731 -0.895
O 1.068 -1.599 -0.709 2.477 -0.231 2.598
O -1.199 -1.759 -0.412 0.177 1.672 -0.986
H 5.073 0.818 -0.763 0.343 0.947 -0.332
H 2.309 0.660 2.606 0.405 -0.280 0.085
H 0.938 1.813 2.215 0.072 -0.560 0.042
H 0.146 1.355 -0.609 -0.208 -1.613 0.201
H -1.358 1.705 1.055 0.182 3.726 1.521
H -1.386 0.041 1.601 -0.557 0.252 0.377
H -2.296 0.607 0.163 0.212 -0.159 0.009
H 0.700 0.091 -2.378 -0.800 -0.070 -1.005
H -1.121 -0.207 -2.576 -1.317 1.362 -0.328
H -0.077 -1.473 -2.916 0.457 -0.286 0.100
H -0.729 -2.385 0.091 0.567 -1.625 1.183

3.
32
Properties=species:S:1:pos:R:3:forces:R:3 method="wB97M-V/def2-TZVPD" lumo_ev=2.18 energy_ev=-173678.308 homo_ev=-4.31 e_above_lowest_kj_mol=43.6 charge=-1 gap_ev=6.492 fmax_ha_per_bohr=0.03837
C 3.953 1.379 0.005 -0.133 0.521 0.153
C 3.001 1.826 -1.110 1.100 -1.007 -0.084
Cl 1.984 3.155 -0.445 -0.142 -0.084 -0.305
C 2.161 0.688 -1.735 -0.563 0.556 0.515
Cl 3.285 -0.625 -2.304 -0.095 0.211 -0.055
Al 0.747 0.012 -0.404 0.118 0.822 0.564
C -0.945 1.115 -0.554 1.025 -1.231 -0.010
C -1.123 2.060 -1.541 0.509 0.393 -0.817
C -2.254 2.839 -1.627 0.230 -0.026 -0.199
C -3.239 2.629 -0.693 -1.287 1.406 -0.509
C -3.106 1.703 0.298 -0.483 -0.603 1.050
C -1.964 0.940 0.370 0.333 -0.199 0.136
P 0.407 -2.309 -0.770 -0.245 -0.893 -1.016
O -1.102 -2.788 -0.220 0.386 0.400 0.292
Br 1.914 -3.280 0.670 -0.222 0.168 0.144
H 3.421 1.089 0.912 -0.129 -0.097 -0.201
H 4.562 2.254 0.261 0.159 -0.259 -0.017
H 4.577 0.547 -0.321 0.001 0.161 -0.028
H 3.627 2.271 -1.892 -0.224 0.200 0.063
H 1.720 1.104 -2.646 0.020 -0.213 0.012
H 1.340 0.204 1.069 -0.030 -0.056 0.188
H -0.340 2.235 -2.276 0.003 -0.087 0.070
H -2.339 3.591 -2.404 -0.151 -0.013 0.069
H -4.130 3.253 -0.750 0.003 -0.167 0.133
H -3.882 1.566 1.048 -0.047 0.092 -0.143
H -1.828 0.216 1.172 -0.145 0.060 0.020
H -1.399 -2.280 0.546 -0.009 -0.033 -0.052
C -1.807 -5.081 3.062 0.124 -0.029 -0.172
Cl -1.463 -5.534 1.400 -0.037 0.000 0.133
Cl -0.373 -5.347 4.061 -0.042 0.015 0.004
Cl -2.260 -3.371 3.134 -0.012 -0.025 0.032
Cl -3.147 -6.064 3.687 -0.016 0.016 0.032

4.
38
Properties=species:S:1:pos:R:3:forces:R:3 method="wB97M-V/def2-TZVPD" lumo_ev=-0.41 energy_ev=-455312.135 homo_ev=-10.35 e_above_lowest_kj_mol=229.1 charge=0 gap_ev=9.937 fmax_ha_per_bohr=0.10637
C -2.366 8.251 -11.996 0.489 -1.421 -0.889
C -3.371 7.057 -12.254 0.342 2.168 -0.034
O -4.515 7.387 -11.415 -1.945 -0.621 0.080
C -5.777 6.917 -11.730 2.453 -2.445 -2.038
O -6.011 6.096 -12.605 0.444 1.705 1.319
C -6.875 7.372 -10.779 4.079 -0.761 -0.204
F -7.982 7.375 -11.374 -3.571 -0.830 -0.914
F -6.794 6.503 -9.735 -0.854 0.883 0.013
F -6.602 8.604 -10.463 0.149 1.693 1.829
H -1.424 8.058 -12.509 0.008 -0.481 -0.485
H -1.972 8.337 -10.983 -0.911 0.222 0.264
H -2.682 9.178 -12.474 -0.465 0.030 0.628
H -2.935 6.075 -12.073 -0.313 0.060 0.427
H -3.711 7.106 -13.289 0.083 -0.172 -0.014
C -7.323 8.604 -21.139 -1.754 -0.535 1.429
C -8.018 8.699 -19.670 3.283 1.018 -2.154
O -9.287 9.350 -19.761 -0.969 2.277 -0.091
C -9.339 10.748 -19.875 4.955 1.155 2.009
O -8.351 11.537 -19.910 -3.551 -3.606 -0.534
C -10.678 11.439 -19.529 -0.750 0.084 -0.520
F -10.520 12.342 -18.506 -0.197 -1.488 -1.315
F -11.113 12.114 -20.618 0.351 -0.130 0.675
F -11.622 10.545 -19.224 0.225 0.443 0.381
H -6.405 8.017 -21.162 0.142 0.338 0.446
H -7.193 9.624 -21.500 0.151 -0.212 -0.062
H -8.005 8.045 -21.780 -0.130 0.239 -0.206
H -7.288 9.309 -19.140 -0.428 0.521 0.329
H -7.965 7.764 -19.113 -1.314 -0.091 -0.349
C -6.532 12.607 -14.812 -0.021 -0.399 0.461
Br -7.420 14.145 -14.056 -0.526 -0.315 -0.385
Br -7.513 10.869 -14.565 0.696 1.277 -0.052
Br -4.780 12.640 -13.967 -0.127 -0.602 -0.414
H -6.421 12.726 -15.890 -0.023 0.020 0.356
C -7.862 17.421 -18.232 0.501 0.553 -0.114
Br -6.437 16.843 -19.470 -0.847 0.270 0.426
Br -9.584 17.814 -19.152 1.343 -0.332 0.754
Br -7.182 18.954 -17.157 -0.578 -0.700 -0.660
H -7.954 16.617 -17.502 -0.424 0.184 -0.389

5.
24
Properties=species:S:1:pos:R:3:forces:R:3 method="wB97M-V/def2-TZVPD" lumo_ev=0.32 energy_ev=-82093.502 homo_ev=-8.75 e_above_lowest_kj_mol=303.6 charge=0 gap_ev=9.067 fmax_ha_per_bohr=0.06815
C 3.193 0.090 -0.118 -0.870 -2.331 -2.468
N 1.939 0.533 -0.758 -2.144 0.224 1.495
C 0.848 0.137 -0.184 0.426 -0.113 -0.282
C 0.772 -0.758 1.018 0.720 1.004 -0.041
C 0.140 -1.914 0.875 0.773 0.501 2.885
C -0.546 -2.233 -0.327 0.525 -2.812 -1.416
C -0.934 -1.255 -1.155 -0.919 0.646 0.559
C -0.585 0.167 -0.754 0.411 1.111 -0.611
C -1.285 1.375 -1.454 -1.651 -2.151 0.252
C -1.712 0.979 -0.071 -0.153 -1.267 -0.218
C -1.318 1.757 1.158 -1.191 0.796 -0.414
Br -3.398 -0.093 0.176 0.677 0.964 -0.034
H 3.778 0.873 0.300 0.242 0.560 0.632
H 3.040 -0.858 0.461 0.359 1.200 0.186
H 3.703 -0.276 -1.042 0.391 0.319 0.825
H 1.219 -0.481 1.977 -0.010 -0.009 -0.416
H 0.121 -2.450 1.860 -0.377 -0.418 -1.494
H -0.511 -3.359 -0.564 -1.104 1.866 0.123
H -1.778 -1.387 -1.835 0.820 -0.169 -0.476
H -0.979 2.382 -1.558 1.114 0.644 -0.079
H -1.992 1.073 -2.247 0.542 0.135 0.395
H -1.227 0.978 1.916 0.454 0.528 0.352
H -2.143 2.515 1.517 1.848 -1.234 -0.931
H -0.343 2.204 0.810 -0.886 0.007 1.176

6.
30
Properties=species:S:1:pos:R:3:forces:R:3 method="wB97M-V/def2-TZVPD" lumo_ev=0.23 energy_ev=-53320.356 homo_ev=-9.08 e_above_lowest_kj_mol=66.7 charge=0 gap_ev=9.316 fmax_ha_per_bohr=0.08158
C -3.101 3.498 1.343 -0.086 -1.001 -1.226
C -1.867 2.676 0.778 -2.037 3.622 0.575
C -1.039 2.078 1.695 1.485 -0.840 -1.514
C 0.166 1.523 1.277 0.232 -1.177 -0.688
C 0.485 1.656 -0.070 -1.848 0.715 0.788
C -0.341 2.312 -0.976 0.022 1.396 -2.687
C -1.536 2.888 -0.576 0.827 -1.300 1.607
Cl -2.581 3.787 -1.599 0.320 -0.169 -0.474
S 1.827 0.959 -0.770 2.890 -1.594 -0.705
C 1.724 -0.632 0.060 -1.439 0.188 0.399
N 1.580 -1.634 -0.752 0.026 -3.775 -1.174
C 1.218 -3.063 -0.280 0.105 0.779 -1.488
C 0.632 -3.791 -1.548 1.687 -1.251 0.535
N 1.448 -3.784 -2.819 -2.473 2.753 1.859
N 1.492 -0.941 1.291 -0.301 2.148 1.995
S 1.212 0.351 2.284 0.479 1.719 3.029
O 0.424 -0.041 3.460 0.457 -0.057 -2.322
O 2.438 1.060 2.652 -1.014 -0.751 -1.232
H -2.862 4.088 2.234 -0.036 -0.929 0.319
H -3.468 4.307 0.660 0.384 -1.142 0.249
H -3.897 2.700 1.425 0.416 1.331 0.555
H -1.208 2.029 2.714 -0.963 -0.025 1.849
H 0.001 2.466 -2.081 -0.617 -0.542 2.154
H 1.302 -1.456 -1.695 0.473 0.053 -0.586
H 0.400 -2.989 0.523 1.536 -0.228 -1.079
H 2.102 -3.675 0.000 -0.361 1.059 0.516
H -0.305 -3.277 -1.610 -0.861 -0.426 -1.052
H 0.599 -4.879 -1.254 -0.957 1.110 0.095
H 2.265 -4.295 -2.723 1.472 -1.275 -0.225
H 0.890 -3.919 -3.642 0.183 -0.391 -0.072